one.
18
Properties=species:S:1:pos:R:3 method="wB97M-V/def2-TZVPD" charge=+1 lumo_ev=-8.5 multiplicity=1 orbital_gap_ev=4.604 e_homo_ev=-13.1
O -1.868 0.554 -1.525
C -2.480 0.442 -0.296
C -1.950 -0.293 0.708
C -0.727 -1.144 0.356
C 0.642 -0.485 0.246
C 1.751 -1.310 0.129
C 1.831 1.591 -0.128
N 0.629 0.828 0.115
H -3.345 1.085 -0.217
H -1.209 0.774 -0.765
H -2.289 -0.494 1.709
H -0.729 -2.155 0.802
H -0.958 -1.387 -0.689
H 1.653 -2.386 0.304
H 2.703 -1.030 -0.321
H 1.916 2.143 0.833
H 1.706 2.281 -0.973
H 2.725 0.985 -0.288


two.
18
Properties=species:S:1:pos:R:3 method="wB97M-V/def2-TZVPD" charge=+1 lumo_ev=-3.1 multiplicity=1 orbital_gap_ev=10.229 smiles="CC1=C(C)[N@H+]2C[C@H]2O1" e_homo_ev=-13.4
C 1.689 -1.270 0.985
C 0.588 -0.414 0.674
C 0.215 0.224 -0.467
C 0.926 0.478 -1.722
N -1.016 0.902 -0.235
C -2.161 -0.019 0.069
C -1.324 0.484 1.198
O -0.279 -0.127 1.752
H 1.641 -1.559 1.988
H 2.664 -0.703 0.827
H 1.864 -2.105 0.255
H 1.844 1.061 -1.570
H 0.238 1.092 -2.228
H 1.338 -0.272 -2.401
H -1.245 1.832 -0.685
H -2.053 -1.063 -0.250
H -3.161 0.293 -0.110
H -1.766 1.168 1.920


It is one that is the least stable of them.


one.
11
Properties=species:S:1:pos:R:3 method="wB97M-V/def2-TZVPD" lumo_ev=0.7 multiplicity=1 orbital_gap_ev=8.683 smiles=CSS.N e_homo_ev=-8.0
C 1.718 -0.533 0.103
S -0.028 -0.573 -0.416
S -0.252 1.053 -1.557
H 2.039 0.313 -0.424
H 2.200 -1.411 -0.232
H 1.993 -0.404 1.164
H 0.522 2.003 -0.943
N -1.287 -0.428 3.066
H -0.652 -1.204 2.863
H -0.743 0.081 3.802
H -2.182 -0.867 3.260


two.
11
Properties=species:S:1:pos:R:3 method="wB97M-V/def2-TZVPD" lumo_ev=0.3 multiplicity=1 orbital_gap_ev=9.588 smiles=CSS.N e_homo_ev=-9.3
C 0.940 0.007 -0.738
S 0.328 -1.417 0.235
S 2.148 -2.313 0.906
H 1.176 -0.421 -1.675
H 0.172 0.702 -1.000
H 1.667 0.454 -0.027
H 2.348 -1.747 2.177
N -2.181 1.467 0.135
H -3.115 1.010 0.121
H -1.476 0.969 0.733
H -2.006 1.289 -0.867


It is one that is the least stable of them.


one.
19
Properties=species:S:1:pos:R:3 method="wB97M-V/def2-TZVPD" lumo_ev="0.6 / -0.9" multiplicity=1 orbital_gap_ev="7.787 / 6.416" e_homo_ev="-7.2 / -7.3"
C 3.026 -0.304 -0.037
C 2.015 -1.158 -0.194
C 2.770 1.060 0.180
C 0.670 -0.900 -0.001
C 0.604 0.457 0.330
C -0.357 -1.821 -0.086
C -3.195 0.627 0.365
C -1.991 1.166 -0.369
C -2.109 -0.263 0.157
N 1.489 1.324 0.255
N -1.657 -1.440 0.164
H 3.932 -0.676 -0.104
H 2.356 -2.111 -0.587
H 3.448 1.932 0.125
H -0.157 -2.813 -0.186
H -3.270 1.002 1.380
H -4.210 0.601 0.018
H -1.774 1.150 -1.479
H -1.592 2.165 0.069


two.
19
Properties=species:S:1:pos:R:3 method="wB97M-V/def2-TZVPD" lumo_ev=0.9 multiplicity=1 orbital_gap_ev=9.253 smiles=c1ccc(-c2ncc[nH]2)cc1 e_homo_ev=-8.4
C -3.133 0.005 -0.022
C -2.348 -1.104 -0.422
C -1.028 -0.994 -0.465
C -0.291 0.134 -0.109
C 1.155 0.197 -0.119
N 1.924 1.018 -0.781
C 3.236 0.620 -0.520
C 3.220 -0.508 0.412
N 1.854 -0.711 0.651
C -1.014 1.185 0.273
C -2.427 1.217 0.377
H -4.085 0.078 -0.031
H -2.934 -1.866 -0.784
H -0.593 -1.913 -0.610
H 4.216 0.965 -0.781
H 3.965 -1.271 0.710
H 1.541 -1.433 1.145
H -0.523 2.285 0.518
H -2.733 2.096 0.556


It is one that is the least stable of them.


one.
13
Properties=species:S:1:pos:R:3 method="wB97M-V/def2-TZVPD" charge=+1 lumo_ev=-3.3 multiplicity=1 orbital_gap_ev=11.783 smiles="CNC(N)=[NH2+]" e_homo_ev=-15.1
C -1.880 0.132 0.598
N -0.478 -0.191 0.755
C 0.505 0.015 -0.102
N 1.702 -0.583 0.091
N 0.237 0.535 -1.327
H -2.449 -0.608 0.011
H -2.390 -0.009 1.548
H -2.038 1.070 0.079
H -0.194 -0.771 1.529
H 1.932 -0.753 1.053
H 2.423 -0.434 -0.585
H 0.967 0.488 -1.999
H -0.432 1.288 -1.357


two.
13
Properties=species:S:1:pos:R:3 method="wB97M-V/def2-TZVPD" charge=+1 lumo_ev=-3.8 multiplicity=1 orbital_gap_ev=11.058 smiles=CN1CN1[NH3+] e_homo_ev=-14.8
C -1.567 0.832 0.528
N -0.468 0.431 -0.194
C -0.351 -0.956 -0.481
N 0.525 -0.386 0.467
N 1.874 -0.079 -0.012
H -1.428 1.930 0.870
H -2.439 0.901 -0.350
H -1.808 0.104 1.319
H -1.155 -1.658 -0.278
H -0.040 -1.190 -1.468
H 2.483 -0.810 -0.093
H 2.287 0.598 0.600
H 2.087 0.283 -0.908


It is two that is the least stable of them.


one.
22
Properties=species:S:1:pos:R:3 method="wB97M-V/def2-TZVPD" charge=-1 lumo_ev=3.4 multiplicity=1 orbital_gap_ev=7.818 e_homo_ev=-4.4
C -0.606 1.358 1.712
C -1.508 2.597 1.853
C -0.210 1.186 0.205
O -1.005 0.605 -0.602
O 0.794 1.819 -0.164
H 0.336 1.635 2.265
H -0.957 0.459 2.207
H -1.851 2.960 0.863
H -0.940 3.473 2.156
H -2.485 2.394 2.302
C 0.390 -1.556 -1.872
C 1.708 -1.257 -2.529
C 0.056 -1.982 0.883
S 0.492 -2.898 -0.673
H 0.067 -0.606 -1.306
H -0.475 -1.661 -2.539
H 2.531 -1.124 -1.809
H 1.555 -0.227 -2.938
H 0.039 -2.555 1.807
H 0.909 -1.313 0.876
H -0.854 -1.426 0.678
H 2.014 -1.879 -3.371


two.
22
Properties=species:S:1:pos:R:3 method="wB97M-V/def2-TZVPD" charge=-1 lumo_ev=3.3 multiplicity=1 orbital_gap_ev=7.320 e_homo_ev=-4.0
C 1.664 1.309 0.829
C 2.251 2.132 2.044
C 0.211 1.754 0.513
O -0.571 2.438 1.171
O -0.049 1.433 -0.704
H 2.373 1.410 -0.051
H 1.646 0.343 1.102
H 1.895 1.839 3.027
H 1.822 3.155 1.919
H 3.355 2.151 1.977
C -1.673 -0.844 -0.423
C -3.030 -1.012 -0.969
C 0.757 -2.467 -1.309
S -0.784 -2.456 -0.472
H -0.992 -0.198 -1.162
H -1.407 -0.342 0.473
H -3.849 -0.420 -0.676
H -3.687 -1.943 -0.909
H 1.182 -3.455 -1.368
H 0.613 -1.944 -2.273
H 1.363 -1.814 -0.688
H -3.091 -1.069 -2.052


It is two that is the least stable of them.


one.
25
Properties=species:S:1:pos:R:3 method="wB97M-V/def2-TZVPD" lumo_ev=0.9 multiplicity=1 orbital_gap_ev=9.456 e_homo_ev=-8.5
H 1.830 -1.043 1.627
N 0.879 -0.693 1.689
C 0.506 -0.003 0.693
N 1.291 0.320 -0.406
C 1.275 -0.760 -1.384
C 1.290 -0.456 -2.681
C 1.400 -2.173 -0.908
C -0.908 0.638 0.812
C -1.004 1.425 2.126
C -1.265 1.549 -0.363
N -1.795 -0.517 0.784
H 1.049 1.194 -0.854
H 1.214 0.558 -3.035
H 1.495 -1.197 -3.424
H 1.478 -2.850 -1.754
H 2.281 -2.308 -0.282
H 0.511 -2.448 -0.341
H -2.021 1.786 2.274
H -0.325 2.274 2.112
H -0.732 0.782 2.960
H -0.618 2.424 -0.400
H -1.213 1.009 -1.305
H -2.289 1.894 -0.236
H -1.553 -1.152 1.537
H -2.774 -0.253 0.760


two.
25
Properties=species:S:1:pos:R:3 method="wB97M-V/def2-TZVPD" lumo_ev="-0.4 / 0.0" multiplicity=1 orbital_gap_ev="6.119 / 8.075" e_homo_ev="-6.5 / -8.1"
C 2.002 -0.876 -0.142
C -1.060 -1.176 -1.063
C 1.204 0.263 -0.771
C -0.396 0.073 -0.496
C -1.249 1.181 -0.271
N 1.080 0.144 -2.142
H 0.753 1.024 -2.543
H 3.048 -0.760 -0.432
H 1.914 -0.879 0.943
H 1.672 -1.833 -0.541
H -0.501 -2.076 -0.812
H -2.083 -1.288 -0.707
H -1.118 -1.113 -2.146
H -0.848 2.149 -0.008
H -2.289 1.140 -0.586
C -1.768 -0.768 1.828
C -0.740 0.205 1.323
N 1.615 1.564 -0.179
N 0.059 0.785 2.097
H 2.616 1.545 -0.012
H 1.459 2.305 -0.854
H 0.690 1.430 1.603
H -1.533 -1.788 1.524
H -1.757 -0.726 2.915
H -2.770 -0.526 1.472


It is two that is the least stable of them.